1.
{"formula": "C40H32NO24P", "method": "wB97M-V/def2-TZVPD", "species": ["P", "O", "O", "O", "O", "O", "O", "O", "O", "O", "O", "O", "O", "O", "O", "O", "O", "O", "O", "O", "O", "O", "O", "O", "O", "N", "C", "C", "C", "C", "C", "C", "C", "C", "C", "C", "C", "C", "C", "C", "C", "C", "C", "C", "C", "C", "C", "C", "C", "C", "C", "C", "C", "C", "C", "C", "C", "C", "C", "C", "C", "C", "C", "C", "C", "C", "H", "H", "H", "H", "H", "H", "H", "H", "H", "H", "H", "H", "H", "H", "H", "H", "H", "H", "H", "H", "H", "H", "H", "H", "H", "H", "H", "H", "H", "H", "H", "H"], "positions_angstrom": [[6.5392, 2.7826, -0.6683], [4.2244, -2.9435, -4.4085], [10.0923, -3.8146, 1.6076], [-10.4928, 1.9405, 5.5781], [-6.0087, -1.9579, 1.2383], [6.9664, -2.3436, -0.6537], [4.7029, -5.5165, -4.2224], [-6.1699, -4.4928, 1.8971], [10.6857, 0.8127, 1.0756], [-3.8958, -3.3293, -2.7254], [-3.7155, 3.1356, -1.2415], [-6.9160, 4.5364, 1.9028], [8.2031, 1.3171, 1.7731], [3.0212, -0.2703, -0.1099], [-4.0178, 0.7144, -0.3137], [7.4902, -4.9295, -0.4946], [-13.6081, 2.6842, 1.1444], [2.6133, 2.2086, -0.8136], [-9.5743, 3.2225, 3.4715], [-1.7997, 1.3193, -2.1632], [-7.1528, 2.0944, 2.8840], [-4.1241, -5.8668, -2.0992], [-1.4124, -1.1559, -1.3855], [-14.5530, 1.4748, 3.2725], [7.5915, -3.3072, 2.2360], [8.4070, 4.1673, -3.0675], [-11.3108, 2.0923, 4.5481], [-5.1627, -5.3199, -0.0695], [-11.5383, 3.0143, 2.1915], [-0.4516, -0.4252, -1.2466], [5.0184, -3.3460, -3.4297], [-4.6961, 1.5630, 0.2453], [5.5716, -2.5103, -2.5404], [-6.3135, 2.2772, 1.8811], [1.6578, 1.4778, -0.9806], [8.5899, 0.0506, 1.7574], [-5.5169, -2.8468, 0.3802], [-0.6052, 1.0132, -1.6646], [-12.7973, 2.5538, 2.1802], [-12.5698, 1.6348, 4.5387], [7.5789, 4.3312, -0.7998], [-10.7211, 2.8249, 3.3718], [-4.9455, -2.5048, -0.7801], [5.2596, -4.8322, -3.3854], [8.2682, -2.3223, 1.9988], [4.7010, 3.5228, -2.5946], [-5.5914, 1.2816, 1.3422], [6.6894, -4.5229, -1.4661], [1.8233, 0.0353, -0.5851], [6.4334, -3.0381, -1.5003], [-5.2988, 3.9770, 0.2815], [5.6621, 2.6591, -2.2478], [10.5278, -1.5293, 1.3163], [7.7723, -0.9639, 2.0610], [-4.5783, 2.9797, -0.2517], [-5.6513, -4.2794, 0.8169], [6.1357, -5.3584, -2.3557], [-13.3982, 1.8425, 3.3652], [9.7086, -2.5441, 1.6184], [0.8285, -0.8536, -0.7106], [10.0219, -0.1681, 1.3534], [-4.5934, -4.9812, -1.2342], [-6.2184, 3.6959, 1.3708], [8.6462, 4.1618, -1.8270], [0.3843, 1.9039, -1.5384], [-4.4378, -3.5441, -1.6590], [0.9357, -1.8912, -0.4283], [4.8388, 4.5839, -2.4237], [7.9944, 4.5898, 0.1648], [9.6631, 4.0421, -1.4443], [3.9664, -3.7492, -4.8962], [-3.7666, -5.3490, -2.8459], [-7.5626, 2.9621, 3.0785], [-4.8395, -1.4768, -1.0948], [-14.4517, 2.2676, 1.4062], [0.2799, 2.9386, -1.8339], [7.7235, -4.1316, 0.0163], [-5.2253, 4.9973, -0.0666], [6.8730, 5.0816, -1.1402], [-5.2776, -6.3472, 0.2454], [-6.3566, -2.4762, 1.9896], [3.5416, 0.5582, -0.1259], [-13.0039, 1.1097, 5.3773], [5.9748, 1.8561, -2.9044], [6.7408, -0.8152, 2.3462], [-3.3438, 2.2390, -1.4072], [6.3114, -6.4244, -2.3386], [-11.0983, 3.5281, 1.3487], [11.5618, -1.6777, 1.0396], [-2.3161, 0.4849, -2.1331], [7.4451, 1.6996, -0.6456], [-9.6506, 2.3615, 5.3240], [9.3159, -4.3397, 1.8798], [-5.6458, 0.2610, 1.6921], [5.4045, -1.4426, -2.5640], [8.9850, 1.8405, 1.5127], [9.2571, 4.0214, -3.6021], [3.7467, 3.2131, -2.9922]], "lowdin_charge": [0.90, 0.12, 0.12, 0.12, 0.10, 0.11, 0.11, 0.11, 0.11, 0.11, 0.11, 0.11, 0.06, 0.11, 0.09, 0.12, 0.12, 0.09, 0.09, 0.08, 0.11, 0.12, 0.11, 0.11, 0.10, 0.08, -0.23, 0.07, 0.08, -0.31, -0.24, -0.29, 0.08, -0.22, -0.30, -0.24, -0.23, -0.22, -0.24, 0.08, -0.39, -0.29, 0.08, -0.31, -0.33, -0.08, 0.08, -0.23, -0.24, -0.29, 0.07, -0.45, 0.08, 0.07, -0.23, -0.31, 0.08, -0.31, -0.24, 0.08, -0.31, -0.24, -0.31, -0.34, 0.09, -0.31, 0.14, 0.05, 0.06, 0.10, 0.12, 0.12, 0.09, 0.12, 0.12, 0.14, 0.08, 0.13, 0.07, 0.13, 0.12, 0.11, 0.14, 0.05, 0.14, 0.08, 0.14, 0.14, 0.14, 0.12, -0.07, 0.12, 0.12, 0.11, 0.13, 0.11, 0.04, 0.05], "total_energy_ev": -101912.3392, "multiplicity": 1}

=====

2.
{"formula": "C40H33BaF3N8Se", "method": "wB97M-V/def2-TZVPD", "species": ["Ba", "Se", "F", "F", "F", "N", "N", "N", "N", "N", "N", "N", "N", "C", "C", "C", "C", "C", "C", "C", "C", "C", "C", "C", "C", "C", "C", "C", "C", "C", "C", "C", "C", "C", "C", "C", "C", "C", "C", "C", "C", "C", "C", "C", "C", "C", "C", "C", "C", "C", "C", "C", "C", "H", "H", "H", "H", "H", "H", "H", "H", "H", "H", "H", "H", "H", "H", "H", "H", "H", "H", "H", "H", "H", "H", "H", "H", "H", "H", "H", "H", "H", "H", "H", "H", "H"], "positions_angstrom": [[-0.7998, -0.0705, -0.1300], [0.5309, -3.3147, -1.4358], [-1.3327, 1.4401, -7.5172], [0.8101, 1.3326, -7.2394], [-0.3154, 2.9765, -6.3854], [1.0342, 3.3421, -3.3624], [1.9005, -0.3027, -0.3811], [-0.9665, -0.4588, -2.9788], [0.6648, -1.5279, 1.8264], [2.6091, 0.1389, -1.4889], [0.8664, 1.7124, -1.6869], [-7.4218, -2.5857, 0.6709], [-2.7917, -2.2261, -0.3023], [2.0470, -5.4797, -0.2928], [2.7418, 1.6772, -3.2896], [-6.6499, -1.7326, 0.5826], [-3.3871, -2.5752, -1.4407], [3.8844, 1.0938, -3.8399], [-3.8663, 0.5973, 1.3860], [0.1789, -6.1309, 1.6412], [-0.0862, -5.1181, 0.7305], [2.0792, 1.1385, -2.0911], [0.3205, -0.1145, -4.9581], [3.8943, 2.7387, -5.5930], [0.4296, 2.7480, -2.3171], [-5.6829, -0.6954, 0.4582], [2.4689, -3.0947, 1.8618], [-0.5607, 0.8712, -5.3636], [-5.5408, 0.0162, -0.7454], [-5.7045, -5.3926, -0.4330], [0.8503, -3.1133, 3.6108], [-4.8378, -0.3667, 1.5236], [-2.6450, 2.2587, 0.0109], [-1.6691, 1.1691, -4.5802], [-4.3163, -3.5961, -1.5316], [1.7724, -2.0479, 1.2717], [1.9967, -3.6417, 3.0433], [-3.6871, 1.3353, 0.1739], [2.3120, -6.4947, 0.6169], [-3.1328, -2.9075, 0.7901], [-1.8233, 0.4760, -3.3952], [0.2244, -2.0604, 2.9608], [2.3059, -1.4476, 0.0329], [1.3828, -6.8236, 1.5967], [-4.0333, -3.9552, 0.7922], [0.0721, -0.7644, -3.7526], [2.1935, 2.7935, -3.9157], [-4.6658, -4.3143, -0.3931], [0.8456, -4.7645, -0.2492], [-0.3413, 1.6443, -6.6362], [2.7646, 3.3304, -5.0654], [4.4555, 1.6189, -4.9815], [-4.5901, 0.9940, -0.8819], [3.2497, -7.0353, 0.5563], [-2.6730, 2.9207, -0.8514], [-2.6415, -2.6137, 1.7139], [0.5850, 4.1182, -3.8194], [2.7753, -5.2300, -1.0551], [0.7354, -1.5435, -3.3913], [-0.5075, 3.1941, -1.9959], [-2.3857, 1.9236, -4.8773], [-5.5691, -6.1010, 0.3834], [-0.5631, -6.3837, 2.3902], [-4.7606, -3.8327, -2.4904], [3.3533, -3.4871, 1.3800], [-2.6628, 0.6883, -2.7363], [2.5120, -4.4741, 3.5033], [1.1902, -0.3707, -5.5465], [3.1645, -1.9283, -0.4267], [-0.6817, -1.6260, 3.3732], [-3.0806, -2.0347, -2.3290], [-1.0296, -4.5863, 0.7710], [-4.2589, -4.4716, 1.7168], [-4.9495, -0.8901, 2.4659], [5.3401, 1.1607, -5.4032], [-4.5381, 1.5561, -1.8091], [4.2995, 0.2238, -3.3504], [0.4371, -3.5081, 4.5284], [-6.6931, -4.9410, -0.3258], [-3.2472, 0.8514, 2.2431], [1.5873, -7.6172, 2.3043], [-6.2043, -0.2104, -1.5713], [-5.6721, -5.9357, -1.3774], [2.3142, 4.1928, -5.5420], [4.3400, 3.1463, -6.4906], [-2.1847, 2.6796, 0.9030]], "lowdin_charge": [1.70, 0.61, 0.16, 0.15, 0.12, 0.13, -0.16, -0.04, -0.02, 0.08, 0.03, 0.15, -0.04, -0.16, -0.10, -0.21, -0.15, -0.01, -0.11, -0.11, -0.14, -0.32, 0.03, -0.07, -0.17, -0.27, -0.02, -0.11, -0.05, -0.04, -0.05, -0.07, -0.23, 0.01, -0.01, -0.33, -0.05, -0.45, -0.11, -0.19, -0.15, -0.15, -0.22, -0.12, -0.03, -0.14, -0.19, -0.27, -0.69, -0.58, -0.02, -0.07, -0.08, 0.10, 0.02, 0.10, 0.15, 0.09, 0.03, 0.13, 0.13, 0.08, 0.10, 0.12, 0.12, 0.09, 0.12, 0.13, 0.11, 0.11, 0.09, 0.07, 0.12, 0.12, 0.11, 0.10, 0.12, 0.11, 0.07, 0.10, 0.09, 0.12, 0.08, 0.12, 0.11, 0.03], "multiplicity": 1, "relative_energy_kcal_mol": 0.0}

=====

multiplicity of number 2 (C40H33BaF3N8Se)? 1